8
Properties=species:S:1:pos:R:3 method="wB97M-V/def2-TZVPD" relative_energy_kcal_mol=23.86 charge=0 e_homo_ev=-9.59
O 0.452 1.051 -1.278
C 0.347 0.181 -0.216
C 1.509 -0.533 0.218
N 2.432 -1.141 0.565
C -0.824 -0.118 0.321
N -1.892 -0.320 0.872
H 0.405 1.958 -0.952
H -2.430 -1.078 0.470